[1]
Molecular formula: C21H40N4O12P4S3Ta
Method: DFT, the ωB97M-V functional and the def2-TZVPD basis

```
85
Properties=species:S:1:pos:R:3:forces:R:3:mulliken_charge:R:1
Ta -0.877794 -0.250911 -1.163082 3.51 0.75 3.45 -0.4508
O 1.161888 -2.661610 -3.814087 -0.14 -0.01 -0.01 -0.5848
P 0.131931 -1.824098 -2.958112 0.41 -0.46 -1.55 0.8330
O -0.299748 -2.456245 -1.672972 0.19 0.24 -0.38 -0.5012
O 0.584382 -0.384930 -2.742381 0.35 -0.57 -0.36 -0.4248
O -1.170341 -1.770883 -3.960368 0.07 0.14 0.50 -0.4551
P -2.429805 -1.017277 -3.232147 -0.75 -0.67 -1.40 0.7590
O -3.409893 -0.800186 -4.454842 -0.04 -0.02 0.09 -0.5302
O -2.995642 -1.802976 -2.116615 0.08 0.24 -0.28 -0.6006
O -1.829042 0.327150 -2.790418 -1.60 0.33 -1.41 0.1878
H 1.224572 -2.347977 -4.730175 0.02 -0.09 0.22 0.3387
H -4.120770 -1.459296 -4.443436 0.11 0.20 0.01 0.3449
S -2.137889 2.603916 2.505766 0.09 0.05 0.02 -0.3016
C -1.129615 1.457813 1.867254 0.06 -0.38 -0.69 0.1440
S -0.686591 1.789793 0.046796 -0.32 0.39 0.39 -0.4231
S -0.545670 0.072793 2.622651 -0.12 0.34 0.21 -0.3337
C -2.819563 2.558688 -4.808976 0.04 0.04 0.18 -0.6970
O -3.521432 2.832300 -3.599045 0.17 -0.12 -0.11 -0.4001
P -2.704464 2.845046 -2.176103 -1.02 0.26 -0.09 0.2130
O -3.617920 1.717481 -1.347175 -0.05 0.28 -0.05 0.4663
C -5.040779 1.890953 -1.309502 0.21 -0.06 -0.01 -0.9783
O -3.495678 4.186696 -1.670381 0.18 0.19 0.05 -0.3909
C -3.152221 4.765111 -0.405852 0.09 -0.09 -0.08 -0.3488
H -3.026339 3.364108 -5.511446 0.02 0.03 -0.04 0.3003
H -3.165386 1.615219 -5.225704 -0.03 -0.04 -0.02 0.1693
H -1.740796 2.491337 -4.641547 -0.03 0.02 0.00 0.2772
H -5.496371 0.899661 -1.351805 0.02 0.01 0.04 0.3364
H -5.384435 2.479384 -2.156027 -0.08 0.00 -0.03 0.3829
H -5.329767 2.396375 -0.384504 -0.01 -0.02 -0.01 0.2139
H -3.970701 5.427236 -0.129930 0.02 0.04 -0.02 0.2565
H -2.226486 5.341129 -0.486139 -0.05 0.00 -0.01 0.2318
H -3.018868 4.010536 0.369113 -0.01 -0.04 0.01 0.0032
O 0.887760 -0.708786 -0.155786 0.19 0.05 0.12 2.0003
P 2.156938 -0.661536 0.669159 0.57 -0.34 -0.46 -2.0124
N 2.169801 -1.700141 1.933218 -0.48 0.15 0.23 0.7410
C 1.425947 -2.951799 1.678568 0.22 -0.01 0.06 0.1048
C 1.675367 -3.740351 2.953944 -0.07 0.16 0.11 -0.7718
C 1.551461 -2.648423 4.024396 0.05 -0.02 -0.18 -0.6601
C 2.230587 -1.429195 3.387412 0.15 -0.09 -0.11 -0.5592
N 3.327674 -1.322431 -0.306421 0.21 0.06 -0.05 0.4237
C 3.478468 -1.114350 -1.756932 0.02 0.03 0.16 -0.1647
C 4.952968 -0.769284 -1.938764 0.01 -0.12 0.11 -0.7157
C 5.625875 -1.628840 -0.865315 -0.09 0.10 -0.04 -0.7168
C 4.652729 -1.549150 0.312583 -0.16 -0.07 -0.05 -0.6656
N 2.747125 0.808324 1.099268 -0.55 0.27 0.24 0.6083
C 2.877549 1.762529 -0.038101 0.31 -0.04 0.12 -0.0777
C 2.594190 3.132607 0.567092 0.03 -0.05 0.17 -0.6119
C 3.018831 2.974877 2.029505 0.00 -0.05 -0.13 -0.8259
C 2.587942 1.551789 2.375143 0.11 0.01 -0.10 -0.3225
H 1.797153 -3.425365 0.769156 -0.01 -0.04 0.02 0.2575
H 0.357734 -2.745260 1.547891 0.00 0.03 -0.02 -0.3651
H 2.687662 -4.151300 2.949055 -0.03 -0.04 -0.02 0.3124
H 0.962371 -4.554396 3.088589 0.04 0.00 -0.01 0.3691
H 2.018354 -2.917453 4.971030 -0.07 0.00 0.02 0.4515
H 0.496284 -2.421146 4.200525 0.05 -0.02 0.03 0.1919
H 3.280659 -1.361630 3.685187 -0.01 0.03 0.04 0.3610
H 1.718078 -0.509003 3.658732 0.04 -0.07 0.00 0.3481
H 2.807798 -0.343702 -2.121435 -0.05 0.02 -0.03 0.0814
H 3.246501 -2.042154 -2.282579 -0.05 -0.05 -0.09 0.3072
H 5.122737 0.290489 -1.734074 0.00 -0.02 -0.04 0.1834
H 5.306758 -0.993529 -2.945110 0.01 0.06 0.00 0.4277
H 6.621200 -1.278618 -0.593404 0.00 -0.05 -0.02 0.3865
H 5.706752 -2.659571 -1.217851 0.02 0.01 0.02 0.3375
H 4.906988 -0.720434 0.984560 0.01 -0.01 -0.03 0.4093
H 4.640134 -2.468531 0.901732 0.04 0.05 0.02 0.2113
H 2.182485 1.523376 -0.843474 -0.04 -0.01 -0.03 0.0937
H 3.899616 1.711463 -0.426599 -0.02 -0.01 -0.05 0.0909
H 1.525457 3.341473 0.508989 0.06 0.03 -0.01 0.0220
H 3.145858 3.920259 0.054090 -0.07 0.00 -0.03 0.4845
H 2.531775 3.698273 2.682730 0.07 0.00 0.01 0.4238
H 4.102161 3.085936 2.127888 -0.03 -0.01 0.00 0.2916
H 1.555424 1.540601 2.716761 -0.04 -0.04 0.00 0.0684
H 3.222914 1.104824 3.140648 -0.02 0.06 0.00 0.2996
O -1.983607 -0.883507 0.221313 -1.05 -1.19 0.62 -0.3277
N -2.916322 -1.131269 1.070832 -0.37 0.40 0.47 0.6109
C -2.848611 -2.247208 1.789041 0.14 -0.77 0.33 -0.1205
C -3.787002 -2.487751 2.763120 0.04 -0.30 0.02 -0.9404
C -4.793169 -1.566331 2.993846 0.00 0.00 0.10 -0.1304
C -4.807892 -0.409552 2.244351 -0.14 0.22 -0.13 -1.3570
C -3.847037 -0.205751 1.276849 -0.52 0.70 0.02 -0.1636
H -2.024607 -2.899385 1.543840 -0.01 0.01 0.01 0.4685
H -3.720941 -3.397591 3.341519 0.05 -0.01 -0.04 0.4421
H -5.539436 -1.740479 3.757905 0.05 0.01 -0.02 0.4240
H -5.546947 0.359912 2.414679 0.04 0.02 -0.06 0.5073
H -3.747220 0.682135 0.661869 -0.02 -0.05 0.06 0.7308
```
Forces are in eV/Å.

Output
- LUMO level (alpha / beta) (hartree) = -0.0141 / -0.0148
- charge = 0
- E (a.u.) = -4563.5077
- maximum force (eV Å⁻¹) = 4.98
- 2S+1 = 2
- Kohn-Sham gap (alpha / beta) (eV) = 5.875 / 6.346
- HOMO level (alpha / beta) (eV) = -6.3 / -6.7
- expectation value of S² = 0.755

[2]
Molecular formula: C21H40NOS4SiW
Method: DFT, the ωB97M-V functional and the def2-TZVPD basis

```
69
Properties=species:S:1:pos:R:3:forces:R:3:mulliken_charge:R:1
W -0.187868 0.643370 -0.170249 -0.07 -0.05 -0.07 -0.3330
C 1.626970 -1.940508 -1.665272 -0.01 0.00 0.00 -0.8661
C 1.870085 -2.081678 -0.173756 0.00 0.01 0.01 -0.7240
S 1.912157 -0.551856 0.805041 -0.02 -0.01 0.00 0.0468
C 3.333142 0.418664 0.224810 0.00 -0.01 0.00 -0.8664
C 3.195633 1.056954 -1.147247 0.00 0.00 -0.01 -0.5995
S 1.631864 1.979639 -1.318220 0.01 -0.01 -0.01 0.0086
C 1.147282 1.667321 -3.039728 0.01 0.00 0.02 -0.4321
C 0.903074 0.207909 -3.421496 -0.01 0.00 0.01 -1.0149
S 0.198371 -0.857785 -2.103279 0.04 -0.01 0.00 0.2667
H 1.399026 -2.919180 -2.087708 0.00 0.00 0.00 0.5714
H 2.500786 -1.558478 -2.185404 0.00 0.00 0.00 0.4792
H 2.804232 -2.618645 -0.000720 0.00 0.00 0.00 0.6403
H 1.078084 -2.657156 0.308120 0.00 0.00 0.00 0.2459
H 4.215404 -0.221957 0.262169 0.00 0.00 0.00 0.5262
H 3.461968 1.174258 1.002052 0.00 0.00 0.00 0.4316
H 3.247462 0.327214 -1.950387 0.00 0.00 0.00 0.2452
H 4.002933 1.774444 -1.297805 0.00 0.00 0.00 0.5909
H 1.910637 2.102973 -3.686058 0.00 0.00 0.00 0.6826
H 0.239837 2.258111 -3.161878 -0.01 0.00 -0.01 0.0618
H 1.809745 -0.292625 -3.757268 0.00 0.00 0.00 0.5583
H 0.191533 0.170763 -4.246187 0.00 0.00 0.00 0.4959
C -3.382904 2.959630 0.974106 0.01 0.01 0.00 -0.8276
Si -1.657679 3.053834 0.336794 -0.10 0.03 0.08 0.1978
C -0.394431 2.327237 1.633481 -0.01 0.03 0.03 -1.2870
C -1.021814 4.734234 -0.060621 0.03 0.03 0.05 -1.2483
N -1.469651 1.813544 -0.957002 0.09 -0.08 0.02 1.5148
C -2.182463 1.818837 -2.189662 -0.02 0.04 -0.01 -0.0418
C -2.327043 3.003142 -2.912770 0.00 0.01 0.02 -0.1514
C -3.001640 2.988558 -4.123940 0.00 0.01 0.00 -0.8353
C -3.547278 1.805264 -4.606971 0.00 0.00 0.00 -0.7128
C -3.421641 0.630836 -3.874730 0.00 0.00 0.00 -1.0722
C -2.737892 0.632592 -2.669098 0.02 0.00 0.01 0.4331
H -3.527415 3.663030 1.797626 0.00 0.00 0.00 0.4569
H -3.647441 1.959207 1.322532 0.00 0.00 0.00 0.1059
H -4.088333 3.235154 0.186302 0.00 0.00 -0.01 0.3800
H 0.570735 2.834894 1.615035 0.00 0.00 0.00 0.4015
H -0.248870 1.292482 2.004025 0.01 0.03 -0.03 0.5647
H -0.919161 2.721663 2.515086 -0.01 0.00 -0.01 0.5559
H -0.896639 5.271531 0.885179 0.02 0.02 -0.02 0.4376
H -1.723053 5.318341 -0.658109 -0.02 -0.04 -0.01 0.4175
H -0.052764 4.722089 -0.562540 0.00 0.00 -0.01 0.3887
H -1.902585 3.927600 -2.539532 0.00 -0.01 -0.02 0.3952
H -3.109039 3.905574 -4.687398 0.00 0.00 0.00 0.4687
H -4.084233 1.802219 -5.545668 0.00 0.00 0.00 0.4661
H -3.871950 -0.283401 -4.238212 0.00 0.00 0.00 0.4990
H -2.679630 -0.271270 -2.072761 0.00 0.00 0.00 0.2188
C -4.945572 -2.152686 -1.076310 0.00 -0.01 0.00 -1.1941
C -4.428893 -3.025285 0.060482 0.00 0.01 -0.01 -0.4585
C -2.971975 -2.738004 0.432735 0.01 0.02 0.00 -0.9827
S -2.750902 -1.076780 1.104756 0.03 -0.02 0.03 0.7292
O -1.207732 -0.794267 0.836891 0.01 0.02 -0.04 -0.6945
C -2.734522 -1.375167 2.882290 -0.01 0.02 -0.02 -0.8898
C -4.078450 -1.878335 3.406820 -0.02 0.01 0.00 -0.5596
C -5.242235 -0.937474 3.114085 0.01 -0.01 0.01 -1.1088
H -5.960395 -2.442126 -1.341964 0.00 0.00 0.00 0.4635
H -4.328453 -2.271120 -1.970425 0.00 0.00 0.00 0.2954
H -4.971893 -1.093152 -0.808697 0.00 0.00 0.00 0.2846
H -4.458253 -4.076522 -0.231784 0.00 0.00 0.01 0.4650
H -5.071980 -2.942569 0.936247 -0.01 0.00 0.01 0.1813
H -2.345954 -2.733007 -0.463899 0.00 0.00 0.00 0.4679
H -2.558331 -3.441462 1.156784 0.00 -0.01 0.00 0.5548
H -2.488143 -0.401736 3.313160 0.01 0.00 0.00 0.5073
H -1.912004 -2.070462 3.059886 0.00 -0.01 0.00 0.4982
H -3.950480 -1.987702 4.485112 0.01 0.00 0.00 0.4283
H -4.273834 -2.883790 3.031282 0.00 -0.01 -0.01 0.2553
H -5.053627 0.059990 3.515421 0.00 0.00 0.00 0.3717
H -6.153983 -1.308354 3.577817 0.00 0.00 0.00 0.3661
H -5.443631 -0.839264 2.043127 0.00 0.00 0.00 0.2780
```
Forces are in eV/Å.

Output
- energy above the lowest of the compared OMol25 structures with the same formula, charge and spin (eV) = 0.000
- LUMO level (alpha / beta) (hartree) = -0.3686 / -0.3670
- charge = +3
- E (a.u.) = -2902.6257
- maximum force (eV Å⁻¹) = 0.13
- 2S+1 = 3
- Kohn-Sham gap (alpha / beta) (eV) = 7.130 / 7.150
- HOMO level (alpha / beta) (eV) = -17.2 / -17.1
- expectation value of S² = 2.046